(1)
{"formula": "C41H60BrNO11P2SSeW", "method": "wB97M-V/def2-TZVPD", "symbols": ["W", "C", "C", "C", "C", "C", "C", "C", "Se", "C", "C", "C", "C", "C", "C", "O", "C", "C", "C", "C", "C", "C", "C", "C", "C", "O", "C", "C", "C", "C", "C", "C", "H", "H", "H", "H", "H", "H", "H", "H", "H", "H", "H", "H", "H", "H", "H", "H", "H", "H", "H", "H", "H", "H", "H", "H", "H", "H", "H", "H", "H", "H", "H", "H", "H", "H", "H", "H", "H", "H", "H", "H", "N", "C", "C", "P", "O", "O", "O", "P", "O", "O", "O", "H", "H", "H", "H", "H", "H", "H", "H", "Br", "C", "C", "C", "C", "C", "C", "C", "O", "O", "H", "H", "H", "H", "O", "S", "C", "C", "C", "C", "H", "H", "H", "H", "H", "H", "H", "H"], "coordinates": [[0.293, 0.511, -0.265], [-6.687, 3.342, 2.118], [-6.173, 2.038, 1.511], [-6.730, 0.869, 2.334], [-6.687, 1.934, 0.068], [-4.648, 1.979, 1.484], [-4.014, 0.819, 1.062], [-2.636, 0.774, 0.931], [-1.889, -0.853, 0.215], [-1.335, -1.772, 1.775], [-1.939, -2.953, 2.172], [-1.480, -3.590, 3.317], [-0.461, -2.946, 4.023], [0.154, -1.757, 3.648], [-0.247, -1.179, 2.416], [0.294, -0.103, 1.882], [1.244, -1.129, 4.515], [0.977, 0.370, 4.722], [1.317, -1.764, 5.907], [2.600, -1.326, 3.830], [-2.100, -4.914, 3.758], [-1.958, -5.944, 2.630], [-3.588, -4.705, 4.065], [-1.424, -5.478, 5.008], [-1.842, 1.898, 1.183], [-0.524, 1.924, 0.853], [-2.449, 3.058, 1.693], [-3.837, 3.057, 1.817], [-1.606, 4.233, 2.217], [-0.761, 3.699, 3.385], [-0.669, 4.851, 1.169], [-2.485, 5.368, 2.747], [-7.778, 3.328, 2.139], [-6.382, 4.211, 1.533], [-6.336, 3.478, 3.142], [-7.815, 0.951, 2.418], [-6.309, 0.864, 3.340], [-6.509, -0.094, 1.873], [-7.774, 2.030, 0.045], [-6.420, 0.975, -0.379], [-6.257, 2.720, -0.554], [-4.594, -0.060, 0.810], [-2.764, -3.357, 1.598], [-0.125, -3.406, 4.939], [0.066, 0.522, 5.306], [0.853, 0.890, 3.777], [1.807, 0.816, 5.274], [0.352, -1.738, 6.415], [2.030, -1.204, 6.515], [1.663, -2.798, 5.875], [2.605, -0.885, 2.834], [2.829, -2.388, 3.722], [3.397, -0.863, 4.417], [-2.465, -5.619, 1.721], [-2.392, -6.900, 2.931], [-0.907, -6.108, 2.386], [-4.128, -4.338, 3.191], [-3.721, -3.979, 4.867], [-4.051, -5.645, 4.373], [-0.357, -5.644, 4.849], [-1.875, -6.438, 5.265], [-1.544, -4.817, 5.868], [-4.308, 3.953, 2.186], [-0.120, 2.881, 3.059], [-1.399, 3.328, 4.190], [-0.130, 4.495, 3.787], [0.118, 4.160, 0.874], [-0.198, 5.735, 1.605], [-1.218, 5.153, 0.281], [-3.119, 5.047, 3.575], [-3.121, 5.789, 1.967], [-1.844, 6.169, 3.120], [1.383, 2.343, -3.570], [1.261, 2.523, -2.055], [2.199, 3.613, -1.584], [3.151, 0.023, 0.429], [2.217, 1.384, 0.933], [1.574, 1.292, -1.551], [1.848, -0.803, 0.051], [-0.742, 2.777, -1.953], [-0.903, 3.111, -3.556], [-1.779, 3.621, -1.324], [-0.939, 1.264, -1.700], [1.257, 1.293, -3.710], [2.291, 2.672, -3.888], [0.634, 2.787, -4.100], [3.216, 3.308, -1.853], [2.144, 3.695, -0.501], [1.970, 4.578, -2.033], [2.223, 1.519, 1.888], [-1.760, 3.542, -3.683], [-5.383, -1.482, -2.798], [-3.685, -1.959, -3.507], [-3.582, -3.010, -4.402], [-2.328, -3.341, -4.896], [-1.196, -2.646, -4.498], [-1.323, -1.606, -3.587], [-2.573, -1.249, -3.095], [-0.131, -0.834, -3.096], [0.455, -0.102, -3.898], [0.155, -0.988, -1.846], [-4.464, -3.557, -4.705], [-2.235, -4.159, -5.599], [-0.214, -2.921, -4.853], [-2.681, -0.412, -2.419], [1.753, -3.432, -3.475], [2.198, -3.099, -2.081], [3.456, -4.356, -1.654], [2.940, -5.143, -0.452], [1.431, -5.254, -0.664], [0.979, -3.829, -0.947], [4.413, -3.867, -1.488], [3.511, -4.970, -2.554], [3.136, -4.586, 0.469], [3.434, -6.111, -0.364], [0.909, -5.683, 0.192], [1.228, -5.884, -1.534], [0.980, -3.214, -0.044], [0.019, -3.729, -1.451]], "atomic_forces_ev_per_a": [[1.2, -2.7, 1.8], [0.0, 0.0, 0.0], [0.0, 0.0, 0.0], [0.0, 0.0, 0.0], [0.0, 0.0, 0.0], [0.0, -0.2, -0.1], [-0.1, 0.1, 0.1], [-0.3, 0.0, 0.0], [-0.1, 0.6, -0.1], [0.0, -0.2, -0.1], [0.0, 0.1, 0.1], [0.0, 0.1, -0.1], [-0.1, -0.1, 0.1], [0.0, 0.1, -0.1], [0.0, 0.1, 0.0], [0.0, -0.1, -0.4], [0.0, 0.0, 0.0], [0.0, 0.0, 0.0], [0.1, 0.0, 0.0], [0.0, 0.0, 0.0], [0.0, 0.0, 0.0], [0.0, 0.0, 0.0], [0.0, 0.0, 0.0], [0.0, 0.0, 0.0], [0.0, 0.2, -0.3], [-0.2, -0.3, -0.9], [0.0, -0.1, 0.2], [0.2, 0.1, 0.0], [0.0, -0.1, 0.0], [0.0, 0.0, 0.1], [0.0, 0.1, 0.0], [0.0, 0.0, 0.1], [0.0, 0.0, 0.0], [0.0, 0.0, 0.0], [0.0, 0.0, 0.0], [0.0, 0.0, 0.0], [0.0, 0.0, 0.0], [0.0, 0.0, 0.0], [0.0, 0.0, 0.0], [0.0, 0.0, 0.0], [0.0, 0.0, 0.0], [0.0, 0.0, 0.0], [0.0, 0.0, -0.1], [0.0, 0.0, 0.0], [0.0, 0.0, 0.0], [0.0, 0.0, 0.0], [0.0, 0.0, 0.0], [0.0, 0.0, 0.0], [0.0, 0.0, 0.0], [0.0, 0.0, 0.0], [0.0, 0.0, 0.0], [0.0, 0.0, 0.0], [0.0, 0.0, 0.0], [0.0, 0.0, 0.0], [0.0, 0.0, 0.0], [0.0, 0.0, 0.0], [0.0, 0.0, 0.0], [0.0, 0.0, 0.0], [0.0, 0.0, 0.0], [0.0, 0.0, 0.0], [0.0, 0.0, 0.0], [0.0, 0.0, 0.0], [0.0, 0.0, 0.0], [0.0, 0.0, 0.0], [0.0, 0.0, 0.0], [0.0, 0.0, 0.0], [0.0, 0.0, 0.0], [0.0, 0.0, 0.0], [0.0, 0.0, 0.0], [0.0, 0.0, 0.0], [0.0, 0.0, 0.0], [0.0, 0.0, 0.0], [1.2, -0.5, 0.1], [-1.1, 0.5, -0.4], [-0.1, -0.2, 0.0], [-0.3, -0.2, 0.1], [0.3, 0.6, -0.4], [-0.3, 1.0, 0.3], [0.2, 0.3, -0.5], [-0.5, -0.1, -0.6], [-0.6, -0.1, 0.1], [1.1, 0.3, 0.2], [-0.4, 0.1, 0.2], [0.0, 0.0, -0.1], [0.1, -0.2, 0.0], [0.0, 0.2, 0.0], [0.0, 0.1, 0.1], [0.0, 0.0, 0.0], [-0.1, 0.0, 0.0], [-0.4, -0.2, 0.1], [0.1, 0.0, 0.1], [0.0, 0.0, 0.0], [0.0, 0.0, 0.0], [0.0, 0.0, 0.0], [0.0, 0.0, 0.0], [0.0, 0.0, 0.0], [0.0, -0.1, 0.1], [0.0, 0.1, 0.0], [0.1, 0.3, -0.3], [0.0, -0.1, 0.2], [-0.3, 0.5, 0.5], [0.0, 0.0, 0.0], [0.0, 0.0, 0.0], [0.0, 0.0, 0.0], [0.0, 0.0, 0.0], [-0.1, 0.0, 0.0], [0.2, 0.2, -0.3], [-0.1, -0.1, 0.1], [0.0, 0.0, 0.0], [0.0, 0.0, 0.0], [0.0, 0.0, 0.1], [0.0, 0.0, 0.0], [0.0, 0.0, 0.0], [0.0, 0.0, 0.0], [0.0, 0.0, 0.0], [0.0, 0.0, 0.0], [0.0, 0.0, 0.0], [0.0, 0.0, 0.0], [0.0, 0.0, 0.0]], "mulliken_spin": [0.85, 0.00, 0.00, 0.00, 0.00, 0.01, 0.00, 0.04, 0.00, -0.02, 0.00, 0.00, 0.00, 0.01, -0.01, -0.02, -0.01, -0.01, 0.00, -0.13, 0.00, 0.00, 0.00, 0.00, 0.02, 0.11, 0.00, -0.01, 0.00, 0.00, 0.00, 0.00, 0.00, 0.00, 0.00, 0.00, 0.00, 0.00, 0.00, 0.00, 0.00, 0.00, 0.00, 0.00, 0.00, 0.01, 0.00, 0.00, 0.00, 0.00, 0.13, 0.00, -0.01, 0.00, 0.00, 0.00, 0.00, 0.00, 0.00, 0.00, 0.00, 0.00, 0.00, 0.00, 0.00, 0.00, 0.00, 0.00, 0.00, 0.00, 0.00, 0.00, 0.00, 0.01, 0.03, 0.92, 0.05, -0.02, 0.04, 0.00, 0.00, 0.00, -0.04, 0.00, 0.00, 0.00, 0.01, -0.01, 0.00, 0.00, 0.00, 0.00, 0.00, 0.00, 0.00, 0.00, 0.00, 0.00, -0.01, 0.00, 0.07, 0.00, 0.00, 0.00, 0.01, 0.00, 0.00, 0.00, 0.00, 0.00, -0.01, 0.00, 0.00, 0.00, 0.00, 0.00, 0.00, 0.01, 0.00], "e_above_lowest_ev": 2.374, "max_force_ev_per_a": 3.45, "charge": 0, "e_lumo_ha": [-0.0149, -0.0216], "spin_multiplicity": 3, "homo_lumo_gap_ha": [0.2369, 0.2602]}

***

(2)
{"formula": "C41H61BF4FeGe2N6SSe2", "method": "wB97M-V/def2-TZVPD", "symbols": ["Fe", "C", "C", "Ge", "C", "C", "C", "C", "Ge", "C", "C", "C", "C", "C", "C", "C", "C", "C", "C", "H", "H", "H", "H", "H", "H", "H", "H", "H", "H", "H", "H", "H", "H", "H", "H", "H", "H", "H", "H", "H", "H", "H", "H", "H", "H", "F", "B", "F", "F", "F", "C", "C", "C", "C", "N", "C", "S", "N", "H", "H", "H", "H", "H", "C", "N", "C", "C", "N", "C", "C", "Se", "H", "H", "H", "H", "H", "H", "H", "H", "C", "C", "C", "C", "N", "C", "Se", "N", "C", "C", "C", "C", "C", "C", "C", "C", "C", "C", "H", "H", "H", "H", "H", "H", "H", "H", "H", "H", "H", "H", "H", "H", "H", "H", "H", "H", "H", "H", "H", "H"], "coordinates": [[-1.135, 1.050, 2.150], [-5.642, -1.483, -2.661], [-5.005, -1.275, -1.299], [-3.278, -2.234, -0.974], [-3.097, -2.607, 1.054], [-3.586, -4.017, 1.640], [-2.908, -3.838, -2.017], [-1.723, -3.702, -2.620], [-1.156, -1.864, -2.083], [0.412, -1.635, -0.910], [1.825, -1.641, -1.376], [-1.130, -0.726, -3.688], [-0.324, -1.365, -4.831], [-1.036, -4.837, -3.294], [-0.326, -5.756, -2.494], [0.153, -6.950, -3.032], [0.047, -7.180, -4.401], [-0.522, -6.243, -5.252], [-1.001, -5.052, -4.696], [-6.552, -0.942, -2.788], [-5.873, -2.545, -2.737], [-4.962, -1.249, -3.488], [-5.676, -1.697, -0.504], [-4.925, -0.219, -1.012], [-3.507, -1.821, 1.633], [-2.032, -2.591, 1.200], [-4.630, -4.113, 1.802], [-3.000, -4.106, 2.542], [-3.309, -4.845, 0.935], [-3.402, -4.789, -1.995], [0.279, -2.321, -0.071], [0.251, -0.646, -0.491], [2.077, -2.578, -1.927], [2.481, -1.628, -0.541], [1.950, -0.781, -2.037], [-0.782, 0.263, -3.490], [-2.118, -0.548, -4.113], [0.692, -1.735, -4.583], [-0.170, -0.590, -5.641], [-0.789, -2.162, -5.288], [-0.410, -5.654, -1.432], [0.715, -7.622, -2.453], [0.482, -8.132, -4.769], [-0.592, -6.433, -6.318], [-1.548, -4.322, -5.374], [1.433, -1.220, 3.798], [0.280, -1.597, 3.150], [0.411, -2.566, 2.194], [-0.762, -1.728, 4.008], [0.022, -0.411, 2.285], [-0.446, 4.645, 3.487], [-1.253, 4.556, 2.222], [-1.881, 5.685, 1.732], [-3.099, 5.434, 1.040], [-3.419, 4.222, 0.544], [-2.531, 3.257, 0.849], [-2.651, 1.599, 0.236], [-1.513, 3.301, 1.732], [-1.125, 4.288, 4.233], [-0.202, 5.718, 3.517], [0.473, 3.991, 3.585], [-1.601, 6.677, 2.073], [-3.858, 6.250, 0.973], [-5.151, 2.428, 2.950], [-5.122, 0.952, 3.011], [-6.194, 0.134, 2.799], [-5.816, -1.116, 3.215], [-4.548, -1.008, 3.681], [-3.812, -2.054, 4.372], [-4.107, 0.266, 3.556], [-2.480, 0.927, 4.248], [-4.143, 2.815, 2.788], [-5.535, 2.861, 3.882], [-5.759, 2.816, 2.119], [-7.057, 0.427, 2.278], [-6.361, -2.053, 3.090], [-4.369, -3.034, 4.196], [-3.834, -1.914, 5.432], [-2.824, -2.029, 3.970], [4.849, 4.504, -2.347], [3.560, 4.555, -1.537], [2.378, 3.831, -2.128], [2.502, 2.330, -2.341], [3.209, 1.553, -1.263], [2.735, 1.405, -0.007], [1.248, 2.233, 0.693], [3.608, 0.670, 0.695], [3.585, 0.250, 2.120], [3.471, 1.385, 3.130], [4.282, 2.667, 2.885], [5.789, 2.530, 2.858], [4.779, 0.513, -0.112], [5.964, -0.160, 0.166], [6.963, -0.149, -0.813], [6.717, 0.465, -2.060], [5.479, 1.032, -2.390], [4.519, 1.111, -1.342], [5.636, 4.997, -1.817], [4.729, 4.982, -3.348], [5.177, 3.460, -2.565], [3.321, 5.576, -1.189], [3.758, 4.092, -0.597], [2.092, 4.221, -3.120], [1.517, 4.018, -1.508], [3.088, 2.064, -3.273], [1.608, 1.758, -2.511], [4.559, -0.250, 2.296], [2.779, -0.499, 2.276], [3.723, 0.972, 4.127], [2.448, 1.726, 3.181], [4.082, 3.419, 3.620], [4.016, 3.125, 1.931], [6.103, 2.553, 3.914], [6.267, 3.374, 2.306], [6.185, 1.662, 2.347], [6.144, -0.704, 1.097], [7.922, -0.610, -0.559], [7.490, 0.559, -2.863], [5.335, 1.423, -3.474]], "atomic_forces_ev_per_a": [[-1.0, 1.6, -1.3], [0.9, -0.8, 0.0], [-0.3, -0.2, 1.2], [-0.4, 0.5, 1.3], [-0.5, -1.9, -1.4], [1.9, 0.8, -2.0], [-0.2, -0.3, 0.3], [0.5, 0.1, -0.1], [0.0, 0.4, -0.3], [-1.1, -0.1, 0.6], [-0.1, -1.1, -1.9], [0.0, -0.8, -0.7], [2.0, 2.6, 0.0], [1.0, -0.4, -0.7], [-1.3, -0.5, -0.6], [-0.2, 1.6, -1.2], [0.7, -1.0, 0.0], [0.1, 0.4, 0.7], [-1.5, 0.8, -0.3], [-0.7, 0.5, -0.1], [-0.1, -0.1, -0.3], [-0.1, 0.1, 0.1], [0.4, 0.2, -0.6], [0.3, -0.1, -0.2], [-0.5, 1.0, 0.4], [0.6, 0.1, 0.1], [-1.0, 0.2, 0.3], [-0.2, -0.6, 0.4], [-0.1, 0.7, 0.7], [-0.5, -0.5, -0.2], [-0.1, 0.0, -0.1], [-0.4, 0.3, 0.3], [-0.1, 0.7, 0.1], [0.8, 0.4, 0.7], [0.6, -0.1, 0.0], [0.6, 0.7, 0.4], [-0.4, -0.2, 0.4], [-0.5, 0.3, 0.2], [-0.1, -0.8, 0.7], [-1.3, -1.8, -0.8], [0.4, 0.3, 0.5], [0.3, -0.9, 0.9], [-0.5, 0.8, 0.0], [0.0, 0.1, 0.1], [0.8, -0.9, 0.9], [0.4, -0.5, 0.4], [0.6, 0.4, -0.4], [0.1, -0.9, 0.4], [-0.4, -0.5, 0.2], [0.1, 0.1, -0.3], [1.4, 0.0, -1.3], [0.6, -1.9, 0.0], [-1.6, -0.4, -0.3], [0.6, 0.0, 0.0], [0.8, 0.9, 1.0], [0.1, -2.2, -0.7], [-0.3, 0.3, 0.3], [-0.4, 2.7, 0.7], [-0.4, 0.3, 0.9], [0.2, -0.5, 1.0], [-1.0, 0.8, -0.6], [-0.2, -0.2, 0.0], [0.7, -0.7, -0.4], [0.1, 0.4, -0.4], [0.1, 1.5, 0.2], [0.9, -1.4, 0.3], [-1.2, 0.5, -0.8], [0.4, 0.3, 0.5], [-1.5, -1.5, -0.7], [0.0, -0.4, 0.3], [-0.5, 0.2, 0.2], [-0.1, -0.3, 0.1], [0.1, -0.4, -0.1], [0.1, -0.6, 0.2], [-0.8, 0.5, -0.4], [0.4, 0.4, 0.3], [1.0, 1.3, -0.1], [0.2, 0.4, 0.6], [0.7, -0.5, 0.1], [-0.5, -0.5, -1.4], [0.5, 0.1, 0.1], [-0.9, 0.2, -0.9], [2.1, -1.6, -0.5], [-0.3, 1.6, -1.0], [-0.4, -0.2, 0.7], [-0.7, 0.1, -0.2], [1.9, -0.2, -0.2], [0.3, -0.3, -0.2], [0.1, 0.7, 0.7], [0.5, -0.6, -1.4], [0.8, 0.7, 0.4], [-0.6, -0.4, 0.8], [0.6, -0.2, -0.3], [-0.4, 0.3, 0.1], [0.1, 0.3, -0.8], [-0.3, 0.5, -0.6], [0.6, -0.9, -0.8], [0.6, 0.3, 0.2], [0.1, -0.1, 0.7], [-0.3, 0.8, 0.4], [-0.1, -0.2, -0.8], [0.3, -0.7, 1.0], [0.3, 0.1, 0.2], [-0.3, 0.0, 0.3], [-0.3, 0.6, 1.0], [-1.0, 0.4, 0.2], [-0.7, 0.1, -0.3], [0.5, 0.6, -0.2], [-0.1, 0.1, -0.5], [-0.4, -0.2, 0.1], [-0.6, 0.3, 0.6], [-0.5, -0.1, -0.1], [0.5, -0.2, -0.5], [-0.4, -0.3, 0.7], [-0.1, -0.5, 0.1], [-0.2, 0.3, -0.3], [-0.3, 0.2, -0.4], [-0.6, -0.5, 1.0], [0.0, -0.6, 2.3]], "mulliken_spin": [3.74, 0.00, 0.00, 0.01, -0.01, 0.00, 0.00, 0.00, 0.00, -0.01, 0.00, 0.00, 0.00, 0.00, 0.00, 0.00, 0.00, 0.00, 0.00, 0.00, 0.00, 0.00, 0.00, 0.00, 0.01, 0.00, 0.00, 0.00, 0.00, 0.00, 0.00, 0.01, 0.00, 0.00, 0.00, 0.00, 0.00, 0.00, 0.00, 0.00, 0.00, 0.00, 0.00, 0.00, 0.00, 0.00, 0.05, 0.00, -0.01, -0.03, -0.01, 0.01, 0.00, 0.00, 0.00, -0.01, 0.07, -0.02, 0.00, 0.00, 0.00, 0.00, 0.00, 0.00, 0.00, 0.00, 0.00, 0.00, 0.00, 0.01, 0.09, 0.00, 0.00, 0.00, 0.00, 0.00, 0.00, 0.00, 0.00, 0.00, 0.00, 0.00, 0.00, 0.00, 0.03, 0.03, 0.00, 0.00, 0.00, 0.00, 0.00, 0.00, 0.00, 0.00, 0.00, 0.00, 0.00, 0.00, 0.00, 0.00, 0.00, 0.00, 0.00, 0.00, 0.00, 0.00, 0.00, 0.00, 0.00, 0.00, 0.00, 0.00, 0.00, 0.00, 0.00, 0.00, 0.00, 0.00, 0.00], "e_above_lowest_ev": 0.000, "max_force_ev_per_a": 3.28, "charge": 0, "e_lumo_ha": [0.0141, 0.0109], "spin_multiplicity": 5, "homo_lumo_gap_ha": [0.2909, 0.2882]}